Record 1
The following is a DFT calculation (ωB97M-V/def2-TZVPD) of a structure of composition C7H16 at a distorted geometry.

Last column: Mulliken charge in e.
CARTESIAN COORDINATES (ANGSTROEM)
C1 1.75 2.57 -1.16  -0.502
C2 0.64 3.18 -1.66  -0.398
C3 0.34 -1.49 -1.85  -1.392
C4 0.19 -1.85 -0.43  -0.095
C5 -0.41 -0.67 0.45  -0.383
C6 -0.73 -1.16 1.74  -0.295
C7 -1.50 -0.32 2.85  -0.913
H1 1.65 1.75 -0.52  0.352
H2 2.60 2.70 -2.02  0.164
H3 -0.39 3.12 -1.19  0.213
H4 0.70 3.73 -2.63  0.207
H5 -0.62 -1.03 -2.22  0.299
H6 0.83 -0.56 -1.69  0.274
H7 0.70 -2.17 -2.43  0.484
H8 1.24 -2.07 -0.19  0.236
H9 -0.61 -2.76 -0.27  0.257
H10 0.20 0.27 0.27  0.004
H11 -1.43 -0.55 0.05  0.272
H12 0.12 -1.26 2.33  0.286
H13 -1.36 -2.14 1.44  0.206
H14 -2.25 0.20 2.16  0.260
H15 -2.27 -1.24 3.57  0.206
H16 -0.75 0.47 3.70  0.257

The value obtained for the electronic energy is -7512.4622 eV. For the molecular weight, the calculation gives 100.205 g/mol. The energy above the lowest of the compared OMol25 structures with the same formula, charge and spin is 148.4 kcal/mol. Its highest occupied orbital energy is -0.3736 hartree. For the frontier orbital gap, the calculation gives 11.159 eV.


Record 2
The following is a DFT calculation (ωB97M-V/def2-TZVPD) of a structure of composition C7H16BCdClN2O6S at a distorted geometry.

Last column: Mulliken charge in e.
CARTESIAN COORDINATES (ANGSTROEM)
C1 0.94 -2.15 1.01  -1.746
C2 -0.52 -1.80 0.56  -0.338
C3 -0.54 -1.55 -0.98  -0.527
Cl1 1.01 -2.19 -1.76  -0.125
N1 -0.84 -0.22 -1.40  0.079
C4 -0.12 0.80 -0.62  -0.754
C5 1.42 0.79 -0.84  -0.104
C6 2.11 2.15 -0.51  -0.737
S1 3.84 1.90 0.01  1.242
O1 3.98 2.34 1.36  -0.572
O2 4.72 2.55 -0.89  -0.506
O3 4.31 0.27 0.02  -0.725
C7 -2.26 0.06 -1.37  0.388
O4 -2.98 -0.49 -2.09  -0.419
O5 -2.77 0.98 -0.50  -0.515
B1 -3.75 0.44 0.35  0.563
N2 -4.96 1.23 0.65  -0.549
O6 -3.59 -0.81 0.95  -0.586
H1 1.65 -1.35 0.59  0.536
H2 1.21 -3.16 0.63  0.548
H3 1.06 -2.18 2.11  0.673
H4 -1.13 -2.71 0.79  0.458
H5 -0.97 -1.00 1.19  0.360
H6 -1.33 -2.21 -1.40  0.648
H7 -0.50 1.79 -0.97  0.598
H8 -0.29 0.80 0.48  0.331
H9 1.70 0.44 -1.85  0.574
H10 1.84 0.07 -0.11  -0.240
H11 1.99 2.88 -1.34  0.468
H12 1.57 2.59 0.35  0.454
H13 4.62 0.05 0.92  0.516
H14 -5.71 0.56 0.85  0.273
H15 -4.83 1.70 1.55  0.295
H16 -4.25 -0.84 1.66  0.368
Cd1 3.40 -1.73 0.61  1.073

The value obtained for the electronic energy is -51362.0922 eV. For the molecular weight, the calculation gives 414.957 g/mol. Its highest occupied orbital energy is -0.5511 hartree. The net charge is +2. For the frontier orbital gap, the calculation gives 2.638 eV.